18
Properties=species:S:1:pos:R:3:forces:R:3 method="wB97M-V/def2-TZVPD" charge=+1 multiplicity=3 e_above_lowest_kj_mol=230.34
C 0.293820 1.826466 0.747610 -1.1 -2.8 -0.4
C -0.595422 1.381929 1.675554 -3.8 0.0 2.3
C -0.155563 -0.021834 -0.723873 1.3 -0.1 1.9
C 1.218561 -0.969714 -2.472459 3.5 -2.2 2.1
C 0.432016 -1.296110 -1.225759 -0.4 1.2 1.0
N 0.609155 0.935099 -0.265880 0.3 0.3 -2.1
N -1.281365 0.217901 1.584798 2.2 1.2 -1.7
N -2.190922 -0.180502 2.395586 -0.4 -1.5 0.3
H 1.004088 2.493534 1.029189 1.7 2.3 0.2
H -0.985466 2.032781 2.502618 1.1 -0.2 -0.7
H 1.384143 -1.895882 -2.982385 0.1 -0.6 -0.5
H 2.291572 -0.707654 -2.147085 -1.6 0.3 -0.8
H 0.746508 -0.341260 -3.129584 -0.9 1.9 -1.4
H 1.026062 -1.649564 -0.327515 -0.4 0.2 -1.2
H -0.359338 -1.985830 -1.370504 -0.7 -0.8 -0.4
H 1.500159 1.076430 -0.825234 -0.9 -0.2 1.1
H -2.650576 0.269774 3.166833 0.4 0.9 0.3
H -2.287431 -1.185564 2.368091 -0.5 0.1 0.0